Here is a structure of composition C4H9NO from the OMol25 dataset. Energies are from ωB97M-V/def2-TZVPD.

Geometry as ORCA input:
```
! wB97M-V def2-TZVPD RIJCOSX def2/J DEFGRID3
* xyz 0 1
C -0.797 -0.079 1.283
H 1.222 -1.321 0.485
C 1.293 -0.254 0.218
O -0.343 0.788 -1.181
H 0.121 1.308 -0.030
H -1.366 0.397 2.105
H -0.683 -1.148 1.586
H -2.180 0.873 -0.140
N 0.461 0.631 1.021
C 0.836 -0.047 -1.271
H 2.331 0.053 0.357
H 0.533 -0.954 -1.796
C -1.417 0.100 -0.113
H -1.644 -0.795 -0.667
H 1.632 0.447 -1.856
*
```

Values from the calculation:
* relative energy (zero: lowest compared OMol25 entry of this formula, charge and spin): 98.3 kcal/mol
* E_LUMO: 1.1 eV
* orbital gap: 9.38 eV
* E_HOMO: -0.3048 Ha